DFT (the ωB97M-V functional and the def2-TZVPD basis) results for a cluster of 6 separate species, C6H24NO6 in total at a distorted geometry.

The relative energy (zero: lowest compared OMol25 entry of this formula, charge and spin) is 3.891 eV. As for the molar mass: 206.3 g/mol. The charge is -1. The calculation puts the orbital gap at 0.330 hartree. The calculation puts the lowest unoccupied orbital energy at 3.41 eV.

Structure (XYZ):
```
37
C6H24NO6 the ωB97M-V functional and the def2-TZVPD basis
C -1.82 1.70 1.86
C -0.41 2.04 1.89
C 0.50 1.21 0.96
O 0.23 1.51 -0.27
C -2.47 0.85 0.67
N -2.42 -0.67 0.69
C -1.17 -1.39 1.13
C -2.41 -0.95 -0.79
H -2.43 2.62 1.65
H -2.23 1.31 2.81
H 0.04 2.16 2.96
H -0.33 3.06 1.55
H 0.43 0.01 1.31
H 1.59 1.47 1.17
H -3.48 1.09 0.92
H -2.29 1.23 -0.28
H -1.37 -2.48 1.06
H -0.25 -0.99 0.53
H -0.91 -1.12 2.19
H -2.64 -2.06 -1.08
H -3.07 -0.28 -1.37
H -1.33 -0.68 -1.07
H 0.57 -1.14 -1.92
H 1.39 -1.58 -3.10
O 0.47 -1.59 -2.75
H 2.28 1.94 -1.08
H 3.24 2.32 0.08
O 2.96 2.55 -0.85
H 0.47 -2.92 -1.50
H 1.95 -2.87 -0.82
O 1.11 -3.26 -0.77
H 2.61 -0.99 -0.88
H 3.38 -1.71 0.51
O 3.31 -1.75 -0.48
H 1.77 0.22 -2.50
H 0.80 0.86 -0.83
O 1.94 0.24 -1.57
```

DFT (the ωB97M-V functional and the def2-TZVPD basis) results for a cluster of 6 separate species, C6H24O6 in total at a distorted geometry.

As for the SMILES: CO.CO.CO.CO.CO.CO. The relative energy (zero: lowest compared OMol25 entry of this formula, charge and spin) is 4.360 eV. As for the molar mass: 192.3 g/mol. The charge is 0. The calculation puts the orbital gap at 0.387 hartree. The calculation puts the lowest unoccupied orbital energy at 0.40 eV.

Structure (XYZ):
```
36
C6H24O6 the ωB97M-V functional and the def2-TZVPD basis
C -1.52 4.47 -3.27
O -2.63 5.35 -3.18
H -1.70 3.55 -2.70
H -1.36 4.33 -4.33
H -0.62 4.98 -2.94
H -3.45 4.88 -3.34
C 6.77 0.35 5.04
O 6.42 -0.86 4.39
H 7.37 0.96 4.36
H 5.87 0.89 5.36
H 7.28 0.11 5.97
H 5.74 -1.32 4.89
C -2.04 -1.27 -4.02
O -2.24 -2.03 -2.87
H -1.01 -1.28 -4.39
H -2.70 -1.65 -4.81
H -2.33 -0.24 -3.79
H -1.54 -1.73 -2.29
C 0.41 -1.41 1.93
O -0.10 -0.48 1.01
H 1.37 -1.16 2.38
H -0.29 -1.51 2.76
H 0.57 -2.39 1.46
H -0.29 0.35 1.45
C -0.67 -6.84 -2.05
O -1.56 -6.32 -3.00
H 0.36 -6.50 -2.17
H -0.99 -6.56 -1.05
H -0.68 -7.92 -2.20
H -1.70 -5.38 -2.86
C -2.42 4.55 2.18
O -1.28 3.78 2.53
H -2.92 3.86 1.50
H -2.99 4.66 3.10
H -2.29 5.54 1.73
H -0.81 4.23 3.24
```

DFT (the ωB97M-V functional and the def2-TZVPD basis) results for a structure of composition C6H24O6 at a distorted geometry.

The relative energy (zero: lowest compared OMol25 entry of this formula, charge and spin) is 16.283 eV. As for the molar mass: 192.3 g/mol. The charge is 0. The calculation puts the orbital gap at 0.286 hartree. The calculation puts the lowest unoccupied orbital energy at -0.03 eV.

Structure (XYZ):
```
36
C6H24O6 the ωB97M-V functional and the def2-TZVPD basis
C 29.27 -5.54 17.31
O 29.23 -6.90 17.65
H 28.27 -5.12 17.16
H 29.77 -5.00 18.12
H 29.89 -5.49 16.42
H 28.50 -7.28 17.16
C 27.88 -4.89 14.93
O 27.38 -3.61 14.60
H 27.17 -5.59 15.37
H 28.31 -5.28 14.01
H 28.76 -4.74 15.55
H 26.78 -3.39 15.31
C 31.78 -6.84 18.04
O 30.68 -6.95 18.96
H 31.76 -7.65 17.31
H 31.83 -5.88 17.52
H 32.69 -6.94 18.64
H 29.94 -6.88 18.35
C 27.27 -8.19 17.18
O 27.65 -7.03 16.49
H 26.22 -8.42 17.05
H 27.81 -9.11 16.93
H 27.50 -8.07 18.24
H 26.98 -6.35 16.58
C 26.95 -3.58 17.70
O 26.58 -3.98 16.41
H 27.15 -4.41 18.38
H 27.78 -2.88 17.66
H 26.10 -3.11 18.20
H 25.90 -3.38 16.11
C 32.28 -4.97 19.72
O 30.90 -5.07 19.77
H 32.72 -5.44 20.60
H 32.80 -5.30 18.83
H 32.51 -3.90 19.78
H 30.62 -5.90 19.38
```

DFT (the ωB97M-V functional and the def2-TZVPD basis) results for a structure of composition C6H26N12O8Y at a distorted geometry.

Its expectation value of S² is 0.750. As for the molar mass: 483.3 g/mol. The charge is 0. As for the multiplicity: 2. The calculation puts the orbital gap (spin up / spin down) at 0.063 / 0.295 hartree. The calculation puts the lowest unoccupied orbital energy (spin up / spin down) at 0.44 / 0.27 eV.

Structure (XYZ):
```
53
C6H26N12O8Y the ωB97M-V functional and the def2-TZVPD basis
Y 0.12 0.04 0.06
O -0.07 -1.18 1.99
H -0.06 -0.89 2.92
O 0.95 1.87 -0.99
H 0.90 2.67 -1.55
C -1.94 -3.08 -0.39
O -1.32 -2.04 -0.64
N -2.65 -3.71 -1.24
N -2.09 -3.62 0.79
H -3.29 -4.41 -0.87
H -2.71 -3.28 -2.15
H -2.30 -4.57 1.04
H -1.55 -3.14 1.50
C 0.65 2.88 2.05
O 0.05 1.82 1.73
N 1.47 3.54 1.26
N 0.74 3.34 3.24
H 2.03 4.33 1.55
H 1.35 3.38 0.27
H 1.32 4.15 3.41
H 0.17 2.89 3.94
C 2.40 -1.83 -1.75
O 1.46 -1.46 -1.11
N 3.34 -2.54 -1.28
N 2.74 -1.62 -3.00
H 3.19 -2.86 -0.33
H 3.96 -3.00 -1.93
H 3.63 -2.01 -3.31
H 2.25 -1.06 -3.68
C -3.28 0.57 1.01
O -2.14 0.68 0.58
N -4.01 1.35 1.72
N -3.98 -0.45 0.83
H -4.98 1.10 1.87
H -3.67 2.28 1.95
H -4.81 -0.74 1.32
H -3.65 -1.16 0.19
C -1.63 0.62 -3.00
O -1.04 0.27 -2.00
N -2.60 1.48 -2.94
N -1.25 0.43 -4.23
H -2.87 1.94 -3.79
H -2.97 1.65 -2.01
H -1.76 0.81 -5.01
H -0.37 -0.04 -4.35
C 3.43 0.44 1.65
O 2.47 0.26 0.96
N 3.85 1.62 1.96
N 4.13 -0.44 2.23
H 3.25 2.39 1.71
H 4.61 1.70 2.62
H 4.68 0.05 2.91
H 3.84 -1.41 2.30
```

Which of these has the lowest charge?
C6H24NO6

molar mass of number 3 (C6H24O6)?
192.3 g/mol

Which value of charge does entry 1 give?
-1